Entry 1:
Entry from the Open Molecules 2025 dataset: an isolated molecule of C4H9NOS2 (ωB97M-V/def2-TZVPD).

ORCA input file:
```
! wB97M-V def2-TZVPD RIJCOSX def2/J DEFGRID3
* xyz 0 1
C 1.707 1.808 -0.579
C 0.879 0.879 -1.389
O 1.389 0.683 -2.496
N -0.399 0.371 -1.243
C -0.871 0.043 0.056
C -0.279 -1.299 0.604
S -1.224 -2.728 0.667
S -2.725 -2.356 2.028
H 2.600 1.248 -0.168
H 1.268 2.404 0.247
H 2.395 2.491 -1.131
H -0.806 -0.048 -2.063
H -0.645 0.852 0.839
H -1.943 -0.061 0.210
H 0.540 -1.604 -0.093
H 0.250 -0.987 1.508
H -2.135 -1.697 3.001
*
```

The value obtained for the total energy is -1084.14382 Ha. The LUMO energy comes out at 0.41 eV. Its SMILES is CC(=O)NCCSS. As for the HOMO-LUMO gap: 8.97 eV. The calculation puts the energy relative to the best compared isomer or geometry (same formula, charge and spin) at 32.91 kcal/mol.

natural (NBO) atomic charge list, values in e, 5 entries: atom 1 (C): -0.733, atom 2 (C): 0.646, atom 3 (O): -0.619, atom 4 (N): -0.618, atom 5 (C): -0.238



Entry 2:
Entry from the Open Molecules 2025 dataset: a structure of composition C47H72F30N10O23S10 (ωB97M-V/def2-TZVPD).

ORCA input file:
```
! wB97M-V def2-TZVPD RIJCOSX def2/J DEFGRID3
* xyz 0 1
C 0.943 0.655 0.544
C 2.501 0.583 0.893
C 3.130 1.822 1.425
C 2.702 2.248 2.873
C 3.186 1.099 3.732
C 2.468 -0.221 3.433
N 2.681 -0.493 1.957
O 2.871 -1.695 1.597
C 0.949 -0.044 3.757
C 3.032 -1.418 4.192
C 3.269 0.138 -0.407
H 0.885 1.185 -0.400
H 0.379 1.220 1.255
H 0.521 -0.359 0.338
H 2.828 2.609 0.725
H 4.177 1.695 1.381
H 1.645 2.476 2.943
H 3.167 3.208 3.197
H 3.066 1.310 4.805
H 4.261 0.916 3.510
H 1.036 -0.002 4.833
H 0.429 -0.889 3.359
H 0.562 0.866 3.306
H 2.265 -2.200 4.357
H 3.301 -1.125 5.223
H 3.937 -1.766 3.692
H 4.301 -0.106 -0.099
H 3.351 1.002 -1.051
H 2.807 -0.683 -1.021
C -6.218 -5.032 1.860
C -6.724 -3.768 2.481
N -5.803 -2.799 3.045
C -4.771 -2.380 1.966
C -6.557 -1.584 3.455
C -7.428 -1.734 4.641
C -5.024 -3.471 4.130
C -3.829 -2.836 4.622
O -2.678 -3.049 3.860
C -1.398 -2.757 4.368
H -5.938 -5.871 2.515
H -5.377 -4.848 1.193
H -7.095 -5.385 1.352
H -7.415 -4.041 3.304
H -7.296 -3.229 1.744
H -5.254 -1.913 1.113
H -4.356 -3.289 1.529
H -3.949 -1.771 2.299
H -7.141 -1.309 2.572
H -5.892 -0.796 3.589
H -6.928 -2.030 5.557
H -8.316 -2.342 4.498
H -7.816 -0.799 4.856
H -4.832 -4.439 3.785
H -5.773 -3.517 4.958
H -3.630 -3.219 5.634
H -3.994 -1.730 4.747
H -0.798 -2.876 3.456
H -0.977 -3.403 5.138
H -1.455 -1.697 4.686
C 5.158 -1.733 -2.375
C 4.454 -2.717 -1.504
N 4.985 -4.106 -1.490
C 6.315 -4.249 -0.842
C 4.004 -4.951 -0.702
C 4.062 -4.736 0.804
C 5.035 -4.692 -2.850
C 3.742 -4.790 -3.668
O 3.330 -6.185 -3.597
C 2.148 -6.581 -4.215
H 6.037 -1.455 -1.856
H 4.549 -0.822 -2.612
H 5.467 -2.213 -3.343
H 3.407 -2.872 -1.761
H 4.474 -2.326 -0.481
H 6.521 -5.305 -0.656
H 6.358 -3.761 0.123
H 7.106 -3.854 -1.489
H 4.150 -5.986 -0.972
H 2.978 -4.709 -1.029
H 3.940 -3.687 1.110
H 4.992 -5.160 1.204
H 3.272 -5.288 1.331
H 5.320 -5.707 -2.817
H 5.774 -4.113 -3.399
H 4.058 -4.615 -4.685
H 2.916 -4.139 -3.314
H 1.251 -6.550 -3.579
H 2.391 -7.570 -4.495
H 2.057 -5.979 -5.175
C -7.981 3.095 -8.355
N -7.085 2.940 -7.230
C -6.051 2.042 -7.292
C -5.285 1.775 -6.166
C -5.592 2.449 -4.979
C -6.415 3.549 -5.054
C -7.143 3.768 -6.177
C -4.882 2.002 -3.799
C -4.585 2.885 -2.763
C -3.527 2.581 -1.854
N -2.975 1.336 -1.957
C -3.434 0.349 -2.781
C -4.432 0.640 -3.706
C -1.700 0.975 -1.317
H -8.708 3.860 -8.176
H -8.294 2.106 -8.644
H -7.459 3.591 -9.184
H -5.870 1.528 -8.204
H -4.493 1.014 -6.233
H -6.699 4.174 -4.212
H -7.921 4.507 -6.204
H -4.984 3.870 -2.768
H -3.069 3.320 -1.207
H -2.986 -0.619 -2.707
H -4.785 -0.067 -4.459
H -1.895 0.056 -0.780
H -1.360 1.772 -0.643
H -0.987 0.730 -2.094
C 4.457 5.769 0.993
F 3.498 5.315 1.812
F 5.395 6.076 1.799
F 4.878 4.669 0.291
S 3.925 7.088 -0.256
O 3.376 6.397 -1.361
O 3.085 7.880 0.530
N 5.343 7.825 -0.530
S 6.100 7.908 -1.935
O 5.690 6.960 -2.947
O 6.391 9.211 -2.265
C 7.748 7.300 -1.541
F 8.435 6.987 -2.622
F 8.520 8.243 -0.989
F 7.896 6.250 -0.654
C -2.436 2.643 3.025
F -2.612 2.859 4.282
F -2.718 3.760 2.342
F -1.159 2.243 2.831
S -3.441 1.178 2.334
O -2.443 0.122 2.190
O -4.488 0.861 3.314
N -4.098 1.769 1.003
S -5.661 1.511 0.791
O -6.056 1.952 -0.500
O -5.913 0.155 1.175
C -6.584 2.661 2.058
F -5.769 3.241 2.886
F -7.307 3.572 1.377
F -7.375 1.886 2.780
C -0.840 6.154 0.606
F -0.691 5.818 1.932
F -2.227 6.261 0.360
F -0.354 7.383 0.440
S -0.220 4.592 -0.328
O 0.991 4.212 0.237
O -1.284 3.674 -0.187
N -0.006 5.143 -1.834
S -0.671 4.650 -3.095
O 0.098 4.976 -4.254
O -1.194 3.294 -3.060
C -2.278 5.496 -3.429
F -3.072 4.860 -4.345
F -3.077 5.634 -2.345
F -2.095 6.713 -3.901
C 8.064 -3.094 2.539
F 8.122 -3.960 1.513
F 7.506 -3.715 3.534
F 9.301 -2.733 2.898
S 7.036 -1.545 2.083
O 7.618 -1.031 0.870
O 5.757 -2.220 1.872
N 7.041 -0.515 3.255
S 8.222 0.004 4.225
O 8.727 -1.145 4.955
O 9.060 1.039 3.693
C 7.077 0.939 5.523
F 6.189 -0.045 5.838
F 7.608 1.305 6.671
F 6.548 2.015 4.954
C -2.441 -4.917 -0.872
F -2.836 -5.363 0.248
F -1.505 -5.741 -1.273
F -3.427 -5.025 -1.757
S -1.872 -3.194 -0.711
O -3.137 -2.530 -0.308
O -0.851 -3.305 0.277
N -1.391 -2.626 -2.092
S 0.039 -2.784 -2.700
O 0.857 -1.609 -2.599
O 0.605 -4.041 -2.511
C -0.677 -2.690 -4.434
F -1.597 -3.651 -4.632
F -1.243 -1.537 -4.645
F 0.204 -2.928 -5.449
*
```

The value obtained for the total energy is -11089.52875 Ha. The LUMO energy comes out at -3.48 eV. As for the HOMO-LUMO gap: 4.21 eV.

Löwdin atomic charge list, values in e, 5 entries: atom 1 (C): 0.039, atom 2 (C): -0.375, atom 3 (C): -0.113, atom 4 (C): -0.117, atom 5 (C): -0.126



Entry 3:
Entry from the Open Molecules 2025 dataset: a cluster of 13 separate species, C5H37N2O12 in total (ωB97M-V/def2-TZVPD).

ORCA input file:
```
! wB97M-V def2-TZVPD RIJCOSX def2/J DEFGRID3
* xyz 1 1
C -0.031 -1.047 0.785
C 0.065 -1.171 -0.735
C -1.319 -1.331 -1.353
C -2.185 -0.118 -1.302
C -3.309 0.017 -0.635
N -1.706 1.040 -2.100
N 0.865 -2.337 -1.150
H -0.303 -2.006 1.227
H -0.727 -0.268 1.090
H 0.922 -0.784 1.234
H 0.606 -0.304 -1.122
H -1.203 -1.677 -2.384
H -1.816 -2.160 -0.850
H -3.933 0.904 -0.586
H -3.760 -0.772 -0.047
H -2.480 1.640 -2.365
H -1.219 0.713 -2.978
H -1.020 1.628 -1.560
H 1.818 -2.204 -0.830
H 0.508 -3.188 -0.716
H -0.748 3.560 -0.177
H 0.126 2.372 0.331
O -0.805 2.662 0.152
H 2.048 2.479 3.785
H 0.959 1.403 3.404
O 1.837 1.792 3.132
H -1.577 -4.756 -0.365
H -0.700 -5.085 0.848
O -0.981 -4.367 0.269
H 2.212 -1.824 -4.134
H 1.544 -1.780 -2.684
O 1.363 -1.756 -3.664
H -1.836 2.330 1.535
H -2.801 2.862 2.645
O -2.329 2.072 2.353
H 0.420 -0.419 -4.043
H -0.522 0.200 -5.145
O -0.190 0.348 -4.244
H 1.878 2.238 1.399
H 2.454 1.419 0.200
O 1.892 2.206 0.416
H 3.672 -0.021 1.182
H 4.469 0.320 -0.139
O 3.593 0.089 0.201
H 3.647 -0.859 3.369
H 3.095 0.561 3.145
O 3.805 -0.054 2.858
H -2.222 -2.910 1.216
H -2.444 -1.638 2.020
O -2.913 -2.302 1.512
H 1.152 2.302 -2.825
H 1.313 2.511 -1.291
O 0.684 2.564 -2.033
H -0.809 0.717 4.796
H -1.222 1.210 3.385
O -0.528 0.704 3.881
*
```

The value obtained for the total energy is -1224.95505 Ha. The LUMO energy comes out at -2.15 eV. As for the HOMO-LUMO gap: 10.20 eV. The calculation puts the energy relative to the best compared isomer or geometry (same formula, charge and spin) at 8.38 kcal/mol.

natural (NBO) atomic charge list, values in e, 5 entries: atom 1 (C): -0.622, atom 2 (C): -0.054, atom 3 (C): -0.474, atom 4 (C): 0.143, atom 5 (C): -0.370



Entry 4:
Entry from the Open Molecules 2025 dataset: an isolated molecule of C7H11NO (ωB97M-V/def2-TZVPD).

ORCA input file:
```
! wB97M-V def2-TZVPD RIJCOSX def2/J DEFGRID3
* xyz 0 1
H 0.430 -2.656 -0.162
N -0.415 -2.104 0.016
C -0.135 -0.841 0.042
C 1.250 -0.311 -0.158
C 2.257 -0.916 0.494
C 1.446 0.840 -1.096
C -1.225 0.161 0.224
C -2.399 -0.007 -0.694
C -1.181 1.127 1.155
O -0.210 1.336 2.096
H 2.091 -1.749 1.172
H 3.283 -0.581 0.374
H 0.945 0.644 -2.050
H 2.507 1.006 -1.313
H 1.047 1.768 -0.676
H -2.902 -0.962 -0.512
H -3.140 0.788 -0.559
H -2.073 0.021 -1.739
H -1.969 1.863 1.276
H 0.394 0.573 2.109
*
```

The value obtained for the total energy is -403.27173 Ha. The LUMO energy comes out at 0.72 eV. Its SMILES is [H]/N=C(C(=C)C)/C(C)=C\O. As for the HOMO-LUMO gap: 9.48 eV. The calculation puts the energy relative to the best compared isomer or geometry (same formula, charge and spin) at 39.05 kcal/mol.

natural (NBO) atomic charge list, values in e, 5 entries: atom 1 (H): 0.336, atom 2 (N): -0.592, atom 3 (C): 0.235, atom 4 (C): -0.057, atom 5 (C): -0.387